Entry 1:
C20H28EuNO2S as an isolated structure at a distorted geometry. Source: the OMol25 dataset; level of theory: ωB97M-V/def2-TZVPD.

Its multiplicity is 7. The frontier orbital gap (alpha / beta) comes out at 0.1536 / 0.2074 Ha. As for the net charge: 0. The calculation puts the LUMO energy (alpha / beta) at -0.21 / -0.28 eV. The calculation puts the total energy at -56936.952 eV.

Cartesian coordinates (Å):
O (-0.354, -0.137, 0.217)
C (0.732, -0.433, -0.744)
C (0.185, 0.555, -1.763)
H (0.638, -1.485, -1.043)
H (1.729, -0.184, -0.331)
C (-0.930, 0.818, -0.743)
H (-0.173, 0.012, -2.643)
H (0.879, 1.372, -2.016)
C (-2.250, 0.267, -1.235)
H (-2.085, -0.739, -1.647)
H (-2.627, 0.906, -2.044)
H (-3.009, 0.200, -0.444)
C (-0.945, 2.209, -0.157)
H (0.075, 2.537, 0.068)
H (-1.521, 2.257, 0.773)
H (-1.381, 2.931, -0.858)
Eu (0.727, -0.536, 2.451)
C (1.252, 1.758, 3.968)
C (2.436, 0.970, 4.035)
C (3.046, 0.984, 2.747)
H (2.828, 0.489, 4.928)
C (2.240, 1.786, 1.889)
C (1.144, 2.286, 2.653)
H (0.405, 3.019, 2.323)
H (0.579, 1.966, 4.800)
H (3.991, 0.510, 2.475)
H (2.463, 2.037, 0.847)
C (-1.773, -0.804, 4.464)
C (-2.010, 0.521, 3.797)
C (-2.414, 0.334, 2.502)
H (-1.856, 1.461, 4.333)
C (-2.423, -1.090, 2.211)
C (-2.048, -1.782, 3.340)
H (-2.002, -2.859, 3.513)
H (-2.373, -0.982, 5.376)
H (-2.766, 1.103, 1.809)
H (-2.736, -1.518, 1.254)
O (0.624, -1.262, -3.824)
C (0.146, -0.384, -4.891)
C (0.505, -0.962, -6.265)
H (0.642, 0.592, -4.771)
H (-0.940, -0.234, -4.777)
C (1.531, -2.084, -5.949)
H (0.928, -0.185, -6.911)
H (-0.394, -1.368, -6.747)
C (1.412, -2.315, -4.426)
H (2.545, -1.739, -6.184)
H (1.337, -3.002, -6.513)
H (2.393, -2.313, -3.926)
H (0.916, -3.285, -4.249)
S (0.782, -0.572, 7.436)
C (0.158, -0.738, 6.023)
N (-0.258, -0.887, 4.872)

Mulliken atomic charge list, values in e, 8 entries:
1 O -0.26
2 C -0.66
3 C -0.14
4 H 0.24
5 H 0.40
6 C 1.47
7 H -0.21
8 H 0.42

---

Entry 2:
C20H28F12K2O12V as an isolated structure at a distorted geometry. Source: the OMol25 dataset; level of theory: ωB97M-V/def2-TZVPD.

Its multiplicity is 4. The frontier orbital gap (alpha / beta) comes out at 0.2177 / 0.2139 Ha. As for the net charge: 0. The calculation puts the LUMO energy (alpha / beta) at -0.50 / -0.61 eV. The calculation puts the total energy at -136707.443 eV.

Cartesian coordinates (Å):
K (2.942, 1.547, 1.847)
K (-2.778, -1.690, 1.851)
V (0.748, -1.980, 3.814)
O (0.975, -0.726, 2.083)
C (0.752, -0.759, 0.702)
C (-0.234, 0.287, 0.020)
O (-1.551, 0.494, 0.495)
H (0.546, -1.793, 0.423)
H (1.730, -0.572, 0.257)
H (-0.245, 0.106, -1.054)
H (0.218, 1.264, 0.190)
O (2.848, -2.994, 3.764)
C (2.646, -4.138, 2.923)
C (1.198, -4.656, 2.317)
O (0.138, -3.745, 2.709)
H (3.052, -4.944, 3.534)
H (3.394, -4.061, 2.135)
H (0.942, -5.665, 2.639)
H (1.309, -4.567, 1.236)
C (-6.137, 1.375, -0.631)
C (-5.104, 2.059, 0.313)
O (-5.362, 1.772, 1.693)
C (-4.678, 2.342, 2.693)
O (-3.784, 3.194, 2.484)
C (-5.136, 1.838, 4.051)
F (-6.415, 2.186, 4.209)
F (-5.129, 0.489, 4.101)
F (-4.436, 2.391, 4.983)
H (-6.082, 1.760, -1.649)
H (-7.111, 1.734, -0.299)
H (-6.298, 0.297, -0.628)
H (-5.290, 3.106, 0.077)
H (-4.063, 1.792, 0.132)
C (-0.050, -3.367, -1.838)
C (-1.142, -3.967, -0.874)
O (-2.430, -3.303, -0.964)
C (-3.112, -3.389, -2.033)
O (-2.657, -3.781, -3.146)
C (-4.647, -3.011, -1.830)
F (-4.970, -2.155, -2.782)
F (-5.353, -4.116, -2.188)
F (-4.943, -2.685, -0.581)
H (-0.212, -2.295, -1.951)
H (-0.147, -3.688, -2.875)
H (0.995, -3.461, -1.541)
H (-0.866, -3.794, 0.166)
H (-1.252, -5.046, -0.988)
C (3.784, -3.089, -0.830)
C (4.115, -1.611, -0.900)
O (3.304, -0.987, -1.912)
C (3.200, 0.359, -1.880)
O (3.366, 1.089, -0.945)
C (2.792, 0.929, -3.313)
F (1.785, 0.193, -3.775)
F (2.324, 2.111, -3.103)
F (3.783, 1.036, -4.239)
H (2.883, -3.295, -0.252)
H (4.494, -3.529, -0.129)
H (3.853, -3.529, -1.825)
H (5.169, -1.555, -1.172)
H (3.796, -1.131, 0.025)
C (4.159, 4.953, -1.939)
C (3.981, 5.898, -0.793)
O (2.576, 5.824, -0.490)
C (2.129, 4.978, 0.474)
O (2.871, 4.260, 1.197)
C (0.675, 5.151, 0.889)
F (0.111, 6.102, 0.074)
F (0.009, 3.994, 0.786)
F (0.505, 5.444, 2.130)
H (4.354, 3.900, -1.733)
H (5.018, 5.281, -2.525)
H (3.269, 4.963, -2.568)
H (4.216, 6.839, -1.289)
H (4.657, 5.737, 0.047)

Mulliken atomic charge list, values in e, 8 entries:
1 K 0.98
2 K 0.79
3 V 0.71
4 O -0.53
5 C 1.52
6 C 0.19
7 O -0.86
8 H -0.73

---

Entry 3:
A 5-piece molecular cluster, C20H28F12O11 overall at a distorted geometry. Source: the OMol25 dataset; level of theory: ωB97M-V/def2-TZVPD.

Its SMILES is CCOC(=O)C(F)(F)F.CCOC(=O)C(F)(F)F.CCOC(=O)C(F)(F)F.CCOC(=O)C(F)(F)F.CCOC(=O)OC. As for the energy above the lowest of the compared OMol25 structures with the same formula, charge and spin: 72.41 kcal/mol. The frontier orbital gap comes out at 0.4142 Ha. As for the net charge: 0. The calculation puts the LUMO energy at 0.50 eV. The calculation puts the total energy at -76324.584 eV.

Cartesian coordinates (Å):
C (12.903, -32.161, -7.457)
C (11.394, -32.194, -7.630)
O (11.049, -31.829, -8.998)
C (9.771, -31.929, -9.461)
O (8.728, -32.279, -8.840)
C (9.618, -31.449, -10.889)
F (10.313, -30.344, -11.197)
F (10.028, -32.463, -11.718)
F (8.382, -31.182, -11.213)
H (13.343, -33.109, -7.764)
H (13.272, -32.244, -6.435)
H (13.383, -31.321, -7.959)
H (10.788, -31.637, -6.915)
H (11.200, -33.263, -7.539)
C (11.869, -18.416, -13.492)
C (12.261, -19.931, -13.502)
O (11.099, -20.776, -13.259)
C (11.195, -22.045, -12.496)
O (12.187, -22.563, -12.090)
C (9.851, -22.693, -12.372)
F (9.499, -22.847, -11.069)
F (8.914, -21.968, -13.016)
F (9.905, -23.913, -12.856)
H (12.661, -17.978, -14.100)
H (11.966, -18.020, -12.482)
H (10.873, -18.207, -13.882)
H (13.042, -20.065, -12.754)
H (12.632, -20.170, -14.499)
C (18.495, -14.888, -15.109)
C (19.729, -15.787, -15.093)
O (20.251, -15.842, -13.705)
C (21.214, -16.782, -13.373)
O (21.806, -17.471, -14.223)
C (21.467, -16.745, -11.818)
F (21.874, -15.593, -11.399)
F (20.307, -16.881, -11.290)
F (22.357, -17.637, -11.437)
H (18.646, -13.907, -14.657)
H (17.687, -15.491, -14.693)
H (18.190, -14.868, -16.155)
H (20.570, -15.402, -15.670)
H (19.619, -16.789, -15.506)
C (5.958, -17.343, -11.669)
C (4.482, -17.185, -12.081)
O (3.906, -18.354, -12.653)
C (4.281, -18.563, -13.855)
O (4.964, -17.744, -14.504)
C (3.700, -19.892, -14.505)
F (2.826, -19.558, -15.466)
F (4.654, -20.597, -14.987)
F (3.159, -20.568, -13.543)
H (6.066, -18.226, -11.039)
H (6.335, -16.554, -11.018)
H (6.652, -17.533, -12.488)
H (4.324, -16.292, -12.685)
H (3.913, -17.051, -11.162)
C (6.431, -20.618, -5.299)
C (5.822, -21.797, -5.949)
O (4.446, -21.489, -6.152)
C (3.954, -21.292, -7.387)
O (4.538, -21.261, -8.469)
O (2.622, -21.071, -7.330)
C (1.862, -20.860, -8.447)
H (7.330, -20.924, -4.766)
H (5.644, -20.278, -4.627)
H (6.745, -19.772, -5.911)
H (5.968, -22.679, -5.326)
H (6.412, -22.067, -6.826)
H (0.965, -20.357, -8.085)
H (1.504, -21.786, -8.897)
H (2.294, -20.148, -9.150)

Mulliken atomic charge list, values in e, 8 entries:
1 C -1.14
2 C -0.18
3 O -0.24
4 C 0.31
5 O -0.53
6 C 0.92
7 F -0.24
8 F -0.26

---

Entry 4:
C20H28F3HoO5S as an isolated structure at a distorted geometry. Source: the OMol25 dataset; level of theory: ωB97M-V/def2-TZVPD.

As for the energy above the lowest of the compared OMol25 structures with the same formula, charge and spin: 85.76 kcal/mol. Its multiplicity is 5. The frontier orbital gap (alpha / beta) comes out at 0.1747 / 0.1750 Ha. As for the net charge: 0. The calculation puts the LUMO energy (alpha / beta) at -0.40 / -0.40 eV. The calculation puts the total energy at -76213.219 eV.

Cartesian coordinates (Å):
O (1.008, -0.466, -4.459)
C (1.503, 0.865, -5.023)
C (1.484, 0.341, -6.459)
H (2.494, 1.079, -4.579)
H (0.754, 1.629, -4.767)
C (1.186, -1.046, -5.834)
H (2.453, 0.378, -7.001)
H (0.587, 0.641, -7.012)
C (2.462, -1.852, -5.942)
H (3.326, -1.167, -5.969)
H (2.408, -2.380, -6.899)
H (2.623, -2.594, -5.145)
C (-0.076, -1.794, -6.228)
H (-0.811, -1.040, -6.558)
H (-0.476, -2.431, -5.407)
H (0.227, -2.438, -7.065)
Ho (1.297, -0.306, -2.386)
C (-1.513, -0.651, 0.686)
C (-1.771, 0.760, 0.733)
C (-2.733, 1.082, -0.275)
H (-1.358, 1.457, 1.469)
C (-3.034, -0.134, -0.982)
C (-2.293, -1.206, -0.380)
H (-2.333, -2.272, -0.645)
H (-0.835, -1.200, 1.354)
H (-3.150, 2.085, -0.473)
H (-3.720, -0.231, -1.830)
C (1.906, -2.044, -0.651)
C (0.895, -2.649, -1.437)
C (1.329, -2.640, -2.803)
H (0.048, -3.215, -1.043)
C (2.669, -2.064, -2.835)
C (2.991, -1.639, -1.503)
H (3.943, -1.202, -1.204)
H (1.958, -2.045, 0.434)
H (0.749, -3.061, -3.630)
H (3.342, -1.895, -3.672)
O (-1.553, 2.629, -2.937)
C (-2.357, 2.059, -4.003)
C (-2.690, 3.289, -4.866)
H (-3.235, 1.556, -3.584)
H (-1.822, 1.308, -4.642)
C (-1.436, 4.203, -4.750)
H (-3.531, 3.720, -4.301)
H (-3.001, 3.075, -5.889)
C (-0.630, 3.511, -3.654)
H (-1.771, 5.173, -4.412)
H (-0.884, 4.223, -5.692)
H (-0.101, 4.136, -2.918)
H (0.132, 2.955, -4.245)
F (0.664, 2.626, 1.563)
C (1.012, 2.970, 0.300)
F (-0.108, 3.212, -0.397)
F (1.781, 4.078, 0.324)
S (2.012, 1.551, -0.343)
O (3.076, 1.496, 0.609)
O (0.988, 0.448, -0.283)
O (2.334, 1.691, -1.809)

Mulliken atomic charge list, values in e, 8 entries:
1 O 0.33
2 C 0.29
3 C -0.98
4 H 0.58
5 H -0.82
6 C 1.30
7 H 0.33
8 H 0.35